A molecular structure, C34H29AsN5O3PS5Y in a non-equilibrium geometry. Source: the Open Molecules 2025 dataset; level of theory: ωB97M-V/def2-TZVPD.

LUMO   2.0 eV
F_max   0.026 hartree/bohr
Frontier orbital gap   5.92 eV
Calculated total energy   -174678.77241 eV

ORCA input file:
```
! wB97M-V def2-TZVPD RIJCOSX def2/J DEFGRID3
* xyz -1 1
H 0.54 -5.64 3.65
C 4.13 1.87 3.17
H 4.89 2.93 -0.29
H 4.14 -3.46 2.72
C 3.06 -3.53 2.69
C 0.95 -2.61 2.10
N -3.43 -1.38 -2.99
O 1.04 -1.38 -1.03
C -1.59 -0.83 -6.17
S -0.40 1.33 2.20
S 1.80 -2.49 -1.68
C -1.35 -0.79 -3.42
N -2.51 -0.73 0.57
C -0.23 -0.46 -4.19
H -1.66 -0.83 -7.25
H -3.30 -2.19 1.92
C 2.41 -4.66 3.23
C 4.20 -2.45 -2.85
S -2.75 3.91 1.65
H 5.38 0.99 -1.64
H 3.86 -3.42 -3.21
C -3.35 -1.30 -0.48
C 2.44 3.94 -3.09
H 1.39 2.14 -2.64
S 0.82 4.20 0.61
N -1.03 -3.45 2.54
C 4.39 4.40 -1.76
C 3.50 4.77 -2.76
C 3.16 2.36 -1.41
C 3.85 0.91 0.98
H 5.23 -0.67 0.49
H -3.64 -1.42 -5.89
H 3.62 5.72 -3.27
C 5.45 -1.99 -3.21
C -2.54 -1.13 -4.04
H 5.73 1.07 4.36
C 2.27 2.74 -2.41
As -0.96 3.07 0.89
H 6.85 -0.37 -3.03
H -4.33 -0.81 -0.50
C 5.60 0.11 2.45
C 5.04 0.01 -1.97
H 0.49 -0.23 -6.18
P 2.82 0.80 -0.52
H 1.72 4.24 -3.84
C 1.04 -4.77 3.23
C -0.37 -0.48 -5.56
C -2.45 -1.51 1.80
C -2.73 -1.17 -1.83
H -2.78 0.23 0.78
C 5.87 -0.75 -2.76
S -1.44 2.11 -1.09
C 4.92 0.05 1.23
C 5.21 1.02 3.41
H 5.21 5.06 -1.49
C -2.70 -1.16 -5.42
O 1.23 -2.84 -2.95
C -1.16 -2.24 1.93
N -1.50 -0.83 -2.03
H -3.52 -2.35 -0.27
C 3.76 -0.42 -1.58
C 4.22 3.20 -1.09
C 0.33 -3.71 2.67
C 2.34 -2.49 2.13
H 0.71 -0.22 -3.72
H 6.43 -0.57 2.63
C 3.35 -1.68 -2.04
H -4.40 -1.62 -3.05
H -2.47 -0.79 2.63
C 3.44 1.81 1.96
Y -0.05 0.21 -0.09
H 3.01 -5.46 3.65
H 2.83 -1.62 1.73
O 2.08 -3.55 -0.76
N -0.01 -1.70 1.63
H 6.09 -2.60 -3.84
H 3.81 2.58 3.92
H -1.80 -4.04 2.82
H 2.59 2.47 1.79
*
```

Mulliken atomic charge list, values in e, 2 entries: number 1, H, carries 0.385; number 2, C, carries -0.667

A molecular structure, C34H29IrN3O2PS in a non-equilibrium geometry. Source: the Open Molecules 2025 dataset; level of theory: ωB97M-V/def2-TZVPD.

LUMO (alpha / beta)   -6.1 / -9.4 eV
Expectation value of S²   6.048
F_max   0.089 hartree/bohr
Frontier orbital gap (alpha / beta)   5.45 / 4.75 eV
Calculated total energy   -67237.77396 eV

ORCA input file:
```
! wB97M-V def2-TZVPD RIJCOSX def2/J DEFGRID3
* xyz 2 5
C 12.02 18.63 5.68
C 12.17 13.27 10.19
C 13.66 8.16 6.85
C 16.83 10.54 8.60
H 15.92 19.30 6.84
C 13.39 10.15 8.17
C 15.94 12.43 7.39
C 15.72 13.13 8.57
H 16.43 10.52 6.44
Ir 12.32 14.14 6.34
H 17.52 11.76 11.71
H 11.32 19.42 5.41
C 9.98 11.99 11.31
N 12.55 16.28 6.11
O 16.33 13.33 4.94
H 11.38 10.19 5.40
H 7.94 14.00 5.13
S 15.24 12.95 5.82
C 12.55 8.56 6.10
H 12.13 7.80 5.42
C 8.03 10.83 6.38
O 14.31 11.98 5.34
C 14.84 15.50 6.43
H 16.81 10.06 11.67
C 11.35 12.50 9.35
H 14.91 8.66 8.57
H 16.02 13.06 10.70
H 13.69 20.06 5.97
P 11.71 12.31 7.62
C 13.34 18.99 5.96
H 9.94 15.09 6.51
C 12.00 9.82 6.23
H 12.69 13.76 12.24
C 10.15 12.01 9.90
C 14.28 18.00 6.35
H 13.61 10.70 9.06
C 14.05 8.93 7.92
C 9.62 13.08 6.09
H 9.32 11.65 9.27
H 17.41 17.38 7.57
C 16.41 11.11 7.37
C 16.43 17.17 7.17
C 11.66 17.31 5.94
H 16.89 15.08 6.99
H 7.41 9.95 6.40
C 17.40 10.85 11.08
C 10.09 12.03 6.84
C 16.11 15.83 6.91
C 11.97 13.29 11.58
H 18.41 10.41 10.89
C 16.78 11.28 9.80
C 16.16 12.56 9.75
H 9.57 10.04 7.59
H 6.59 11.90 5.16
C 8.36 13.10 5.54
C 9.26 10.92 7.01
C 13.88 16.60 6.21
H 12.98 13.92 9.77
N 10.35 14.32 5.99
H 17.12 9.52 8.59
H 14.25 7.25 6.66
H 15.23 14.12 8.58
C 7.58 11.93 5.63
H 10.39 14.59 5.03
C 12.37 10.63 7.32
N 14.19 14.31 6.31
C 15.61 18.25 6.80
H 10.62 17.03 5.96
C 10.91 12.57 12.15
H 9.09 11.44 11.67
H 10.77 12.53 13.29
*
```

Mulliken atomic charge list, values in e, 2 entries: number 1, C, carries -0.875; number 2, C, carries 0.179